153
Properties=species:S:1:pos:R:3:forces:R:3:lowdin_charge:R:1 method="wB97M-V/def2-TZVPD" total_energy_ev=-210046.06831 homo_lumo_gap_ev=8.6
C 4.111 2.436 2.859 0.000 -0.690 -0.049 -0.026
C 4.163 1.039 2.282 -0.010 0.021 -0.289 -0.258
C 5.322 0.256 2.334 -0.578 0.171 -0.256 -0.039
C 5.319 -1.010 1.762 0.181 0.009 0.039 -0.024
C 4.201 -1.554 1.123 -0.827 -0.153 0.281 -0.132
C 4.233 -2.917 0.464 1.257 -0.231 -0.180 -0.338
C 4.884 -4.014 1.323 -0.384 -0.395 -0.512 -0.053
C 5.079 -2.728 -0.822 -0.777 0.572 0.614 -0.052
C 3.049 -0.768 1.076 0.486 0.358 0.250 -0.220
O 1.914 -1.240 0.441 0.376 -0.072 -0.379 -0.044
C 1.431 -0.344 -0.562 -0.540 0.147 0.747 -0.106
C 0.517 -1.093 -1.532 0.645 -0.056 -0.692 -0.230
C 1.107 -1.202 -2.953 -0.379 -0.712 0.157 -0.180
C 1.483 -2.655 -3.341 0.884 0.739 -0.709 -0.701
C 2.954 -2.772 -3.804 -0.424 -0.531 0.312 -0.164
I 0.269 -3.271 -5.044 -0.081 -0.135 0.345 0.905
O -0.741 -0.407 -1.697 0.133 0.075 0.152 0.072
C -1.528 -0.442 -0.619 -0.560 0.346 0.384 -0.593
O -1.316 -1.072 0.373 0.458 -0.313 0.307 0.174
O -2.603 0.354 -0.760 0.043 -0.288 -0.676 0.024
C -3.705 -0.335 -1.428 -0.539 0.307 0.016 -0.112
C -4.859 -0.505 -0.456 0.103 0.269 0.445 -0.312
C -5.239 0.868 0.161 -0.003 -0.432 -0.141 -0.038
C -4.609 -1.521 0.669 0.050 -0.372 -0.448 -0.160
C -4.089 -2.906 0.230 -0.520 -0.346 1.305 -0.405
C -3.329 -3.560 1.415 0.394 -0.156 -0.959 -0.073
C -5.295 -3.792 -0.156 0.930 0.402 -0.249 -0.071
C 3.046 0.508 1.647 -0.156 -0.245 -0.145 0.008
H 4.605 2.415 3.830 -0.105 0.294 0.039 0.079
H 3.062 2.709 2.973 0.095 0.267 0.165 0.079
H 4.600 3.164 2.209 -0.017 -0.061 0.067 0.060
H 6.199 0.683 2.806 0.085 -0.246 0.014 0.113
H 6.231 -1.597 1.794 -0.051 0.008 0.036 0.110
H 3.239 -3.265 0.187 -0.137 0.297 0.085 0.125
H 5.781 -3.692 1.848 -0.096 0.076 0.084 0.074
H 5.169 -4.829 0.650 0.038 0.300 0.315 0.038
H 4.162 -4.457 2.013 0.147 0.227 0.276 0.084
H 4.607 -1.915 -1.378 0.250 -0.094 -0.326 0.067
H 6.055 -2.361 -0.503 0.202 -0.248 -0.344 0.083
H 5.137 -3.629 -1.429 0.186 -0.021 0.039 0.068
H 2.274 0.141 -1.058 -0.003 -0.069 -0.092 0.141
H 0.835 0.427 -0.064 0.038 0.127 -0.181 0.127
H 0.343 -2.093 -1.132 -0.185 0.107 0.157 0.150
H 1.989 -0.577 -3.075 -0.022 0.056 0.095 0.111
H 0.352 -0.852 -3.652 0.053 0.238 0.079 0.073
H 1.314 -3.341 -2.515 -0.385 -0.143 -0.198 0.060
H 3.531 -3.152 -2.961 0.239 0.300 -0.035 0.049
H 3.348 -1.817 -4.141 0.054 -0.022 0.006 0.083
H 3.066 -3.498 -4.606 0.078 0.032 -0.013 0.039
H -3.349 -1.271 -1.861 0.049 -0.021 0.106 0.115
H -4.049 0.291 -2.255 0.201 0.138 0.039 0.127
H -5.726 -0.839 -1.034 0.190 -0.144 -0.186 0.140
H -4.588 1.684 -0.143 0.081 -0.104 -0.073 0.063
H -6.240 1.127 -0.169 -0.074 0.170 0.351 0.070
H -5.172 0.795 1.247 -0.242 0.126 0.013 0.081
H -5.578 -1.692 1.152 0.053 0.092 0.104 0.127
H -3.961 -1.106 1.443 0.163 0.205 -0.235 0.105
H -3.373 -2.867 -0.591 -0.140 0.298 -0.134 0.107
H -3.965 -4.221 2.003 -0.054 0.243 0.201 0.070
H -2.833 -2.803 2.020 -0.079 -0.081 0.183 0.060
H -2.534 -4.182 0.990 -0.009 -0.128 0.219 0.073
H -4.948 -4.668 -0.705 -0.269 -0.048 -0.004 0.069
H -5.967 -3.207 -0.784 -0.195 -0.308 -0.058 0.071
H -5.790 -4.109 0.761 -0.223 0.029 -0.100 0.077
H 2.127 1.081 1.567 0.106 0.150 0.129 0.121
O 3.302 1.117 6.073 0.097 0.065 0.214 -0.211
S 1.933 0.971 6.408 -0.128 -0.272 -0.374 0.599
O 1.377 1.605 7.550 0.033 0.173 0.070 -0.228
O 1.588 -0.590 6.450 0.150 0.179 -0.177 -0.181
C 0.521 -0.889 5.535 -0.455 0.072 0.089 -0.151
C 0.658 0.151 4.446 0.283 -0.319 -0.449 -0.152
O 1.036 1.351 5.140 -0.202 -0.078 0.357 -0.190
H -0.427 -0.789 6.068 0.006 -0.007 -0.008 0.133
H 0.618 -1.903 5.158 0.232 -0.008 0.104 0.139
H -0.268 0.304 3.897 -0.011 0.241 0.098 0.141
H 1.457 -0.104 3.748 -0.033 -0.046 -0.004 0.117
O 5.293 -6.699 -0.179 0.179 -0.299 -0.250 -0.225
S 4.828 -7.270 -1.393 -0.278 0.034 -0.054 0.613
O 5.638 -8.129 -2.174 0.107 -0.083 0.109 -0.203
O 4.266 -6.085 -2.318 -0.090 0.015 0.329 -0.196
C 2.895 -6.330 -2.657 -0.144 -0.283 -0.325 -0.156
C 2.351 -7.127 -1.491 -0.142 0.368 0.283 -0.155
O 3.427 -7.999 -1.123 0.108 0.000 -0.341 -0.180
H 2.868 -6.907 -3.584 -0.036 0.006 0.006 0.140
H 2.369 -5.390 -2.802 0.189 0.098 0.051 0.105
H 1.469 -7.705 -1.752 0.139 -0.210 0.020 0.138
H 2.125 -6.483 -0.637 -0.029 0.021 -0.032 0.135
O -5.927 -4.895 -3.154 -0.087 -0.168 0.000 -0.219
S -5.629 -4.981 -4.538 0.241 0.167 -0.110 0.603
O -6.455 -5.694 -5.440 -0.159 0.016 0.068 -0.211
O -4.115 -5.489 -4.691 -0.095 0.247 0.209 -0.187
C -3.348 -4.539 -5.442 0.048 -0.001 -0.463 -0.192
C -4.005 -3.206 -5.157 0.220 0.117 0.403 -0.169
O -5.407 -3.502 -5.117 0.045 -0.265 -0.229 -0.184
H -3.418 -4.800 -6.500 0.001 0.028 0.003 0.137
H -2.308 -4.559 -5.127 -0.138 -0.188 0.173 0.022
H -3.796 -2.463 -5.922 -0.237 -0.011 -0.067 0.136
H -3.709 -2.816 -4.180 0.064 0.000 -0.024 0.124
O 8.434 0.476 -4.080 -0.129 -0.071 -0.167 -0.215
S 7.626 0.214 -2.945 0.067 0.324 0.416 0.595
O 6.557 -0.716 -2.983 -0.017 -0.223 -0.224 -0.227
O 7.078 1.607 -2.382 0.333 -0.065 -0.139 -0.182
C 7.466 1.777 -1.010 -0.173 -0.145 0.440 -0.156
C 8.763 1.007 -0.887 0.247 0.354 -0.125 -0.156
O 8.566 -0.158 -1.703 -0.325 -0.020 0.064 -0.189
H 6.685 1.349 -0.375 0.021 -0.006 0.012 0.128
H 7.579 2.832 -0.779 -0.074 0.041 -0.238 0.110
H 8.984 0.718 0.137 -0.054 -0.249 -0.065 0.135
H 9.604 1.571 -1.295 -0.013 0.025 0.031 0.134
O -6.129 2.893 -1.766 2.398 -0.147 0.051 -0.276
S -5.550 4.107 -2.208 1.244 -0.511 -0.005 0.626
O -6.107 5.393 -2.008 -0.011 -0.015 0.205 -0.195
O -5.207 3.931 -3.768 0.103 -0.139 0.147 -0.183
C -3.802 4.098 -3.985 0.206 0.374 -0.032 -0.159
C -3.154 3.654 -2.689 -0.018 -0.474 -0.087 -0.163
O -4.031 4.135 -1.667 -0.009 0.483 -0.255 -0.183
H -3.609 5.154 -4.186 0.038 -0.013 0.003 0.133
H -3.482 3.503 -4.837 -0.207 -0.088 -0.009 0.134
H -2.158 4.067 -2.556 -0.080 0.128 0.171 0.136
H -3.108 2.564 -2.616 0.058 0.009 -0.035 0.118
O 3.884 4.827 -0.298 0.104 -0.304 -0.018 -0.212
S 5.120 5.420 0.061 -0.158 0.458 0.202 0.593
O 6.366 4.824 -0.265 -0.051 -0.128 -0.170 -0.221
O 5.090 5.729 1.632 -0.221 0.072 -0.210 -0.199
C 5.310 7.127 1.866 0.397 0.248 0.038 -0.154
C 4.766 7.808 0.628 -0.464 0.065 0.160 -0.157
O 5.134 6.935 -0.450 0.357 -0.126 0.181 -0.182
H 6.383 7.292 1.974 -0.012 0.020 -0.005 0.135
H 4.802 7.441 2.773 -0.102 -0.226 0.012 0.138
H 5.188 8.798 0.474 0.133 -0.097 -0.206 0.137
H 3.677 7.877 0.655 0.012 0.021 0.035 0.136
O -1.075 6.872 9.142 0.035 0.146 0.129 -0.221
S -1.516 5.791 9.948 0.079 -0.330 -0.139 0.599
O -2.153 6.002 11.196 -0.093 0.166 -0.018 -0.218
O -0.291 4.779 10.143 -0.123 0.150 -0.294 -0.185
C -0.648 3.471 9.671 -0.118 -0.421 0.234 -0.160
C -1.662 3.725 8.579 0.326 0.069 -0.385 -0.163
O -2.443 4.826 9.065 0.031 -0.100 0.333 -0.190
H -1.087 2.915 10.502 -0.027 0.009 -0.020 0.135
H 0.230 2.946 9.306 0.122 0.210 0.013 0.111
H -2.297 2.864 8.388 -0.199 0.130 0.112 0.135
H -1.178 4.032 7.649 0.029 -0.054 0.008 0.134
O -8.108 3.683 -1.779 -2.551 0.206 -0.550 -0.250
S -8.576 2.983 -2.922 -1.280 0.650 0.453 0.625
O -7.862 1.956 -3.586 0.081 -0.072 0.134 -0.201
O -9.020 4.088 -4.001 -0.059 -0.056 0.143 -0.182
C -10.407 3.937 -4.318 -0.160 -0.278 -0.291 -0.164
C -11.027 3.353 -3.065 -0.079 0.396 0.244 -0.167
O -10.047 2.433 -2.575 0.077 -0.252 -0.527 -0.182
H -10.495 3.250 -5.163 -0.041 0.001 0.011 0.133
H -10.837 4.898 -4.587 0.197 0.098 0.060 0.135
H -11.963 2.838 -3.262 0.111 -0.208 0.044 0.134
H -11.186 4.121 -2.305 -0.025 0.025 -0.040 0.134